6 unconnected molecules or ions with the total composition C22H50ClO6P in a non-equilibrium geometry. Source: OMol25; level of theory: the ωB97M-V functional and the def2-TZVPD basis.

XYZ file:
```
80
Properties=species:S:1:pos:R:3:forces:R:3
C -2.151003 3.707275 4.791484 -0.26 -0.44 0.44
H -2.102606 -2.604652 -2.596292 0.05 -0.03 0.02
H 5.472094 6.644908 4.144553 -0.02 -0.05 0.02
C -2.768293 2.440731 4.218033 0.06 -0.01 -0.22
H -2.925533 1.698624 5.005684 -0.07 0.07 0.05
H 1.503212 -7.141520 -0.185377 0.07 0.08 0.04
H -1.324062 3.973835 1.385286 -0.05 -0.17 -0.11
O -2.441907 -6.165540 -2.697444 -0.01 0.38 0.11
H 3.985817 -4.724110 -1.670070 0.03 -0.04 0.00
H 4.622004 8.125473 4.560520 -0.09 0.01 0.07
H -3.223775 3.665497 6.669391 -0.05 -0.08 -0.08
O -0.888057 3.398040 5.381957 0.18 0.24 -0.24
H -0.340803 -4.281730 -2.663558 0.07 -0.01 -0.15
H -3.850200 -7.940328 -4.133526 0.08 0.00 -0.08
C 0.709491 3.817472 2.061125 -0.08 -0.23 0.16
C -0.320558 3.969098 0.954580 0.64 0.27 -0.11
H -4.293365 -6.816915 -5.432310 0.01 -0.03 0.01
C -0.880918 -1.114998 -3.525413 -1.50 0.91 0.01
H 4.742528 6.815765 5.750669 0.00 0.03 0.00
H 2.159255 6.765393 5.957717 -0.02 0.02 0.00
C -4.012653 -6.887292 -4.380298 -0.17 0.12 0.06
H -4.025709 4.614270 5.403426 -0.01 -0.02 0.03
O 3.203006 6.737264 2.759014 -0.01 -0.36 -0.09
H 3.834242 -7.153045 -2.168643 -0.08 0.02 -0.15
H -0.839553 5.339280 -0.632679 -0.02 -0.01 0.04
H 0.885352 5.238949 -0.313566 0.05 0.00 0.11
H 0.552606 0.196534 -4.428682 -0.16 0.00 0.00
H -2.596256 5.248924 6.237113 0.00 0.01 -0.06
C 4.614283 7.039564 4.690372 0.15 -0.15 -0.02
C 3.010984 -6.652282 -1.657248 -0.36 0.26 0.45
O 2.069968 -6.280766 -2.663539 0.14 -0.11 -0.26
C -1.580421 -6.545014 -4.914301 0.15 0.17 -0.04
H 1.190481 6.562291 4.488413 0.03 -0.06 0.04
H -0.164219 6.126586 0.806062 0.05 -0.01 0.00
Cl -0.773300 2.616913 -3.394382 0.18 0.42 -0.15
C 2.108974 6.991139 4.891467 -0.14 -0.14 0.00
H -2.101017 1.990571 3.481128 -0.01 0.06 -0.03
H -2.958188 -5.016987 -4.296281 0.05 0.04 0.19
H 1.720180 3.763589 1.647154 -0.02 0.17 -0.06
C 3.321485 6.445413 4.152293 -0.03 0.66 0.10
H -1.587252 0.008664 -0.072306 -0.11 -0.10 0.03
H 1.988081 -8.497413 -1.193531 0.06 0.00 -0.01
H -3.727073 2.647600 3.739639 -0.01 -0.03 0.02
H -1.958823 4.417245 3.984854 0.19 0.00 0.05
H -2.389854 1.957618 -1.472509 0.20 0.18 -0.38
H -2.266985 -7.091776 -2.499649 -0.01 -0.01 -0.03
C 3.528415 -5.407040 -0.952860 0.15 0.08 -0.11
O -1.988160 -0.172430 -0.930456 0.05 0.32 -0.01
P -1.489903 1.049832 -2.032769 -0.50 -1.34 0.63
H 0.664174 4.654489 2.759031 0.06 -0.01 0.00
H 3.176368 7.694945 2.661468 0.00 0.00 0.01
H 4.268554 -5.660628 -0.192079 -0.02 0.02 0.01
C -1.977313 -0.059466 -3.432289 0.58 0.16 0.39
C -0.132379 -3.301300 -3.086629 -0.72 -1.33 0.76
H -1.787158 -6.464376 -5.982710 0.02 -0.02 0.00
H 1.846258 -3.791885 -3.624100 0.10 0.15 -0.10
C -0.098345 5.247779 0.162724 -0.24 0.06 -0.13
H -2.908674 -0.536873 -3.130352 -0.04 0.13 -0.09
H 2.313391 -1.527051 -4.497201 -0.10 0.14 -0.08
H -4.849005 -6.539969 -3.772214 0.01 0.05 -0.03
H -2.074219 0.507755 -4.353481 -0.10 0.00 0.08
C -3.057811 4.347912 5.831172 0.03 0.22 -0.02
H 1.333729 -5.835974 -2.228014 0.00 -0.02 0.02
C -2.763883 -6.070036 -4.086567 0.11 -0.67 -0.09
H -1.044055 2.770469 6.095555 -0.01 0.00 0.00
H -0.192780 0.937763 -1.525780 -0.05 0.31 -0.44
C 2.360338 -7.613417 -0.674034 0.00 -0.20 -0.08
H -1.338410 -7.586824 -4.685156 -0.12 -0.03 -0.03
H 3.066011 -7.932064 0.094895 -0.03 0.01 0.02
H 2.707197 -4.867066 -0.473076 -0.02 -0.09 0.06
H 0.625569 2.827219 -0.319603 -0.01 0.10 -0.03
H -0.692265 -5.954292 -4.685423 -0.03 0.04 -0.04
C 1.093402 -3.011705 -3.615994 0.57 -0.70 0.05
H 3.348945 5.359021 4.247633 -0.02 -0.01 -0.19
C -1.139573 -2.372791 -3.032113 -0.06 0.06 0.02
H 2.039728 8.075855 4.767915 0.11 0.01 0.05
C 1.328763 -1.752855 -4.103302 1.07 0.01 -0.33
C 0.342750 -0.802301 -4.062071 0.45 0.68 -0.32
O -0.255361 2.845010 0.072017 -0.32 -0.24 0.18
H 0.544038 2.892138 2.615531 -0.08 0.06 0.06
```
Forces are in eV/Å.

The calculated total energy is -2121.23087 hartree. The charge is 0. The value obtained for the HOMO-LUMO gap is 0.35458 Ha.